## P
DFT (ωB97M-V with the def2-TZVPD basis set) results for one molecule with the formula C20H31N5O4.

```
60
Properties=species:S:1:pos:R:3:mulliken_charge:R:1
C 1.329 3.958 -1.114 -1.45
C 2.330 2.919 -1.612 0.99
C 1.696 1.539 -1.749 -1.41
C 3.602 2.882 -0.748 -1.36
N 3.572 1.971 0.373 0.17
N 2.625 2.136 1.393 -0.09
C 2.630 0.941 2.110 0.04
C 1.865 0.862 3.395 -0.71
C 1.750 -0.590 3.823 0.39
O 2.588 -1.130 4.525 -0.66
N 0.689 -1.253 3.336 0.28
C -0.449 -0.923 2.475 -0.56
C -0.875 -2.416 2.567 0.72
C -0.837 -3.193 1.264 -1.75
N -2.067 -3.083 0.488 0.17
C -3.083 -4.072 0.796 -1.08
C -2.182 -2.097 -0.434 1.10
O -1.287 -1.267 -0.571 -0.77
C -3.447 -2.088 -1.276 -0.74
C -3.592 -1.079 -2.413 0.12
O -4.392 -1.314 -3.301 -0.67
N -2.880 0.062 -2.321 -0.06
C -2.950 1.057 -3.348 -0.17
C -2.051 2.241 -3.227 -0.52
C -1.812 1.217 -4.312 -0.56
C 0.346 -2.657 3.492 -1.06
C 3.365 0.014 1.476 -0.06
C 3.958 0.642 0.297 -0.06
O 4.631 0.172 -0.605 -0.70
H 0.940 3.684 -0.131 0.25
H 1.790 4.945 -1.036 0.42
H 0.482 4.040 -1.798 0.34
H 2.666 3.238 -2.605 0.39
H 1.259 1.215 -0.801 0.00
H 0.900 1.561 -2.494 0.45
H 2.432 0.792 -2.051 0.42
H 4.443 2.527 -1.343 0.45
H 3.846 3.884 -0.382 0.39
H 2.803 2.968 1.949 0.30
H 2.397 1.396 4.184 0.48
H 0.885 1.325 3.260 0.31
H -1.148 -0.212 2.920 0.15
H -0.174 -0.596 1.472 0.06
H -1.827 -2.565 3.078 0.42
H -0.001 -2.850 0.653 0.52
H -0.691 -4.256 1.476 0.48
H -3.986 -3.915 0.219 0.46
H -2.709 -5.076 0.583 0.31
H -3.350 -4.024 1.855 0.30
H -3.606 -3.066 -1.730 0.45
H -4.305 -1.913 -0.620 0.38
H -2.098 0.051 -1.676 0.22
H -3.952 1.196 -3.725 0.43
H -2.441 3.210 -3.504 0.27
H -1.360 2.251 -2.394 0.12
H -0.969 0.551 -4.183 0.22
H -2.040 1.485 -5.333 0.27
H 1.104 -3.336 3.092 0.35
H 0.127 -2.947 4.520 0.28
H 3.514 -1.012 1.764 0.59
```

Calculated values
* 2S+1: 1
* net charge: 0
* structure (SMILES): CC(C)Cn1[nH]c(CC(=O)N2CC(CN(C)C(=O)CC(=O)NC3CC3)C2)cc1=O

## Q
DFT (ωB97M-V with the def2-TZVPD basis set) results for one molecule with the formula C20H31N5O4.

```
60
Properties=species:S:1:pos:R:3:mulliken_charge:R:1
C -3.095 0.819 0.156 -1.61
C -2.275 -0.093 1.063 2.34
C -2.216 -1.520 0.528 -1.13
C -2.808 -0.054 2.509 -1.62
N -1.768 0.181 3.500 0.04
N -0.699 -0.731 3.516 -0.01
C 0.416 -0.024 3.930 0.15
C 1.693 -0.763 4.197 -0.80
C 2.849 0.120 3.756 0.54
O 3.439 0.853 4.527 -0.64
N 3.150 0.067 2.437 0.16
C 2.351 -0.366 1.280 0.12
C 3.233 0.550 0.396 0.55
C 2.537 1.547 -0.515 -1.69
N 2.323 1.041 -1.867 0.26
C 3.352 1.301 -2.862 -1.22
C 1.201 0.329 -2.129 0.89
O 0.385 0.088 -1.241 -0.72
C 1.054 -0.145 -3.563 -0.55
C -0.197 -0.883 -4.034 0.05
O -0.195 -1.343 -5.162 -0.66
N -1.242 -0.969 -3.186 0.23
C -2.405 -1.727 -3.535 0.01
C -3.739 -1.207 -3.090 -0.48
C -3.351 -1.158 -4.543 -0.62
C 3.852 1.114 1.698 -0.99
C 0.158 1.295 3.979 -0.41
C -1.246 1.477 3.627 0.33
O -1.890 2.486 3.416 -0.69
H -4.127 0.463 0.075 0.41
H -3.116 1.836 0.549 0.47
H -2.668 0.853 -0.847 0.24
H -1.255 0.302 1.086 -0.78
H -3.221 -1.946 0.462 0.45
H -1.770 -1.558 -0.466 -0.06
H -1.618 -2.158 1.181 0.33
H -3.502 0.775 2.642 0.49
H -3.338 -0.974 2.764 0.40
H -0.916 -1.569 4.043 0.29
H 1.812 -0.953 5.264 0.37
H 1.691 -1.714 3.662 0.36
H 2.394 -1.436 1.073 0.13
H 1.307 -0.046 1.321 -0.37
H 3.966 -0.025 -0.172 0.43
H 1.574 1.833 -0.091 0.46
H 3.143 2.451 -0.604 0.55
H 3.628 0.400 -3.407 0.37
H 3.040 2.063 -3.581 0.35
H 4.244 1.662 -2.354 0.45
H 1.179 0.701 -4.242 0.30
H 1.881 -0.820 -3.796 0.29
H -1.076 -0.670 -2.233 -0.11
H -2.262 -2.801 -3.552 0.36
H -4.479 -1.930 -2.776 0.25
H -3.752 -0.274 -2.545 0.13
H -3.089 -0.196 -4.959 0.22
H -3.823 -1.844 -5.231 0.24
H 3.495 2.112 1.971 0.35
H 4.937 1.090 1.783 0.31
H 0.852 2.090 4.193 0.54
```

Calculated values
* 2S+1: 1
* net charge: 0
* structure (SMILES): CC(C)Cn1[nH]c(CC(=O)N2CC(CN(C)C(=O)CC(=O)NC3CC3)C2)cc1=O

Short version: Q, P, most stable first.

## P
DFT (ωB97M-V with the def2-TZVPD basis set) results for a 2-piece molecular cluster, CH6N2O overall.

```
10
Properties=species:S:1:pos:R:3:mulliken_charge:R:1
O -0.030 1.658 -0.956 -1.00
H -0.401 1.340 -1.759 0.22
N -1.008 -1.050 0.015 -0.39
C 0.134 -0.863 0.595 0.14
N 0.986 0.110 0.504 -0.29
H -1.325 -0.143 -0.346 0.27
H -1.696 -1.802 0.473 0.31
H 0.428 -1.669 1.356 0.23
H 1.761 0.070 1.138 0.20
H 0.818 0.701 -0.412 0.32
```

Calculated values
* 2S+1: 1
* net charge: 0

## Q
DFT (ωB97M-V with the def2-TZVPD basis set) results for a 2-piece molecular cluster, CH6N2O overall.

```
10
Properties=species:S:1:pos:R:3:mulliken_charge:R:1
H -0.785 0.260 0.045 0.28
N -0.669 0.245 1.055 -0.62
C 0.518 0.030 1.441 0.02
N 1.574 -0.534 0.723 -0.47
H 0.838 0.516 2.367 0.32
H 2.387 0.061 0.748 0.22
H 1.266 -0.878 -0.174 0.25
O -1.366 0.074 -2.197 -0.66
H -2.097 -0.504 -2.409 0.32
H -1.665 0.730 -1.599 0.33
```

Calculated values
* 2S+1: 1
* net charge: 0
* structure (SMILES): [H]/N=C\N.O

## R
DFT (ωB97M-V with the def2-TZVPD basis set) results for a 2-piece molecular cluster, CH6N2O overall.

```
10
Properties=species:S:1:pos:R:3:mulliken_charge:R:1
N -1.465 -0.355 1.459 0.10
O -2.243 -0.121 2.339 -0.34
H -1.750 -0.923 0.664 0.21
C 1.072 -0.186 -0.291 -0.87
N 0.156 0.607 -0.982 -0.50
H 0.837 -0.076 0.696 0.45
H 0.961 -1.132 -0.662 0.28
H 2.164 -0.052 -0.552 0.27
H 0.404 0.736 -2.029 0.19
H -0.136 1.503 -0.642 0.21
```

Calculated values
* 2S+1: 1
* net charge: 0
* structure (SMILES): N=O.CN

Short version: Q, P, R, most stable first.

## P
DFT (ωB97M-V with the def2-TZVPD basis set) results for a 10-piece molecular cluster, BF4H18O9 overall.

```
32
Properties=species:S:1:pos:R:3:mulliken_charge:R:1
B 0.161 0.014 -0.828 0.74
F 0.607 0.974 -1.750 -0.48
F -0.384 -1.106 -1.525 -0.47
F 1.241 -0.427 -0.070 -0.36
F -0.826 0.588 -0.013 -0.22
O 0.529 -3.237 0.920 -0.67
H 0.335 -2.520 0.304 0.30
H 1.394 -3.549 0.644 0.30
O 3.250 1.762 -1.011 -0.68
H 3.194 2.292 -0.211 0.31
H 2.393 1.314 -1.055 0.35
O -2.836 1.586 1.425 -0.56
H -2.734 2.128 0.637 0.29
H -3.488 2.037 1.969 0.23
O -1.612 -0.365 3.208 -0.64
H -2.155 -1.128 2.995 0.31
H -1.808 0.280 2.519 0.26
O -0.877 2.647 -3.402 -0.69
H 0.072 2.761 -3.499 0.31
H -0.944 1.955 -2.734 0.36
O -3.135 -0.628 -1.002 -0.69
H -2.848 -0.316 -0.139 0.34
H -2.380 -0.449 -1.568 0.29
O 0.407 -3.142 -3.231 -0.67
H 0.139 -2.322 -2.790 0.42
H 1.246 -2.929 -3.646 0.31
O 3.575 -1.379 1.904 -0.66
H 2.744 -1.131 1.479 0.37
H 3.455 -1.119 2.820 0.31
O 0.775 1.931 2.421 -0.65
H 0.096 1.464 1.919 0.31
H 0.414 2.011 3.308 0.29
```

Calculated values
* 2S+1: 1
* net charge: -1

## Q
DFT (ωB97M-V with the def2-TZVPD basis set) results for a 10-piece molecular cluster, BF4H18O9 overall.

```
32
Properties=species:S:1:pos:R:3:mulliken_charge:R:1
B 12.047 -27.693 11.395 0.74
F 10.944 -27.836 12.240 -0.29
F 13.239 -27.609 12.041 -0.47
F 11.965 -28.775 10.583 -0.36
F 11.689 -26.585 10.655 -0.58
O 10.870 -29.367 8.161 -0.62
H 11.006 -29.701 9.077 0.38
H 11.652 -29.034 7.718 0.26
O 10.306 -25.903 14.959 -0.63
H 10.373 -26.733 14.450 0.32
H 11.066 -25.919 15.575 0.31
O 13.997 -25.769 13.939 -0.68
H 13.594 -26.585 13.771 0.31
H 13.899 -25.398 13.062 0.43
O 9.000 -28.364 14.404 -0.65
H 8.196 -28.625 14.034 0.29
H 9.672 -28.579 13.778 0.36
O 8.462 -29.777 10.246 -0.62
H 8.135 -28.927 9.986 0.31
H 8.979 -29.597 11.042 0.29
O 9.011 -26.994 10.061 -0.63
H 9.747 -26.655 10.557 0.30
H 8.198 -26.646 10.438 0.30
O 14.135 -24.826 11.216 -0.73
H 14.781 -25.526 11.079 0.38
H 13.379 -25.043 10.699 0.30
O 15.291 -27.643 10.471 -0.63
H 15.187 -27.799 9.535 0.28
H 14.557 -28.017 10.917 0.37
O 12.914 -25.480 8.477 -0.64
H 13.681 -26.038 8.260 0.30
H 12.369 -26.071 8.959 0.33
```

Calculated values
* 2S+1: 1
* net charge: -1

Short version: P, Q, most stable first.

## P
DFT (ωB97M-V with the def2-TZVPD basis set) results for one molecule with the formula CH4N3P.

```
9
Properties=species:S:1:pos:R:3:mulliken_charge:R:1
C 0.091 -0.260 -1.029 -0.47
N -1.196 0.223 -0.670 -0.27
N -1.175 0.749 0.436 -0.13
N -0.249 0.540 1.302 -0.20
P 1.362 -0.475 0.373 0.09
H 0.073 -1.059 -1.705 0.39
H 0.381 0.497 -1.729 0.30
H -0.131 1.255 1.924 0.24
H 0.845 -1.470 1.097 0.06
```

Calculated values
* 2S+1: 1
* net charge: 0
* structure (SMILES): C1N=NNP1

## Q
DFT (ωB97M-V with the def2-TZVPD basis set) results for a 2-piece molecular cluster, CH4N3P overall.

```
9
Properties=species:S:1:pos:R:3:mulliken_charge:R:1
H -2.850 -0.326 1.300 0.23
N -1.875 -0.509 0.952 -0.53
P -1.803 -0.578 -0.597 0.16
N -0.180 -0.741 -0.796 -0.41
H 0.441 -0.715 0.117 0.32
H 0.125 -1.173 -1.600 0.21
C 1.917 1.299 0.306 0.11
N 2.764 0.555 0.541 -0.35
H 1.461 2.189 -0.224 0.25
```

Calculated values
* 2S+1: 1
* net charge: 0
* structure (SMILES): [H]/N=P/N.C#N

Short version: Q, P, most stable first.